[1]
ORCA calculation (wB97M-V/def2-TZVPD) on a structure of composition C28H37BrF2N2OSiTc.

**Gap between HOMO and LUMO (alpha / beta)**: 5.78 / 5.90 eV
**⟨S²⟩**: 0.8996
**HOMO (alpha / beta)**: -7.14 / -7.18 eV
**Multiplicity**: 2

```
73
C28H37BrF2N2OSiTc (wB97M-V/def2-TZVPD)
Tc 0.1854 -0.2230 0.0450
Br 7.5020 -1.7982 -0.0471
C 5.6745 -1.3959 -0.4009
C 5.2182 -1.3517 -1.7196
C 3.8904 -1.1111 -1.9540
C 2.9535 -0.8883 -0.9112
O 1.7081 -0.8401 -1.2233
C 3.4770 -0.8045 0.4252
C 2.7300 -0.3956 1.5600
N 1.5379 0.1304 1.5583
C 0.9335 0.5915 2.7138
C 1.5852 0.8402 3.9118
C 0.8865 1.3185 5.0203
C -0.4487 1.6114 4.9360
C -1.1407 1.4290 3.7242
C -2.4939 1.7928 3.5670
C -3.0658 1.6580 2.3267
C -2.3261 1.0985 1.2883
N -1.0796 0.6590 1.4166
C -0.4529 0.8857 2.6110
C 4.8306 -1.1238 0.6427
H 5.9006 -1.5070 -2.5412
H 3.5128 -1.0806 -2.9652
H 3.2378 -0.5230 2.5113
H 2.6481 0.6765 4.0075
H 1.4185 1.4676 5.9473
H -0.9877 2.0014 5.7873
H -3.0382 2.2016 4.4041
H -4.0841 1.9637 2.1454
H -2.7608 1.0037 0.3064
H 5.2107 -1.1226 1.6535
F -0.0162 -1.8483 0.9488
C -3.3190 -1.9001 0.1537
C -3.1791 -1.7410 -1.3629
C -3.9879 -2.8606 -2.0194
C -3.8263 -0.4192 -1.7882
Si -1.2509 -1.8070 -1.9032
C -0.5464 -3.6847 -1.7682
C 0.9840 -3.7060 -1.7009
C -0.9720 -4.5298 -2.9754
C -1.0490 -4.3852 -0.5040
C -0.9765 -1.0240 -3.7226
C -1.9376 -1.6320 -4.7486
C 0.4559 -1.2760 -4.1981
C -1.1866 0.4929 -3.7221
H -4.3542 -1.7331 0.4511
H -2.6869 -1.2034 0.6912
H -3.0342 -2.8968 0.4673
H -5.0344 -2.7549 -1.7336
H -3.6543 -3.8383 -1.6924
H -3.9267 -2.8217 -3.1032
H -4.7892 -0.3025 -1.2915
H -4.0121 -0.4095 -2.8585
H -3.2077 0.4389 -1.5473
H 1.4411 -3.1405 -2.5057
H 1.3345 -4.7357 -1.7717
H 1.3275 -3.2914 -0.7596
H -0.5102 -4.1772 -3.8925
H -2.0486 -4.5474 -3.1042
H -0.6412 -5.5561 -2.8188
H -0.8328 -3.7929 0.3768
H -0.5413 -5.3431 -0.3992
H -2.1142 -4.5852 -0.5479
H -1.8996 -2.7153 -4.7499
H -1.6629 -1.2806 -5.7434
H -2.9618 -1.3246 -4.5586
H 0.6358 -2.3304 -4.3938
H 1.1642 -0.9190 -3.4585
H 0.6299 -0.7351 -5.1292
H -2.2179 0.7626 -3.5261
H -0.9280 0.8913 -4.7034
H -0.5505 0.9738 -2.9883
F 0.2209 1.4031 -0.8359
```

---

[2]
ORCA calculation (wB97M-V/def2-TZVPD) on an isolated molecule of C8H5N3.

**Gap between HOMO and LUMO**: 9.74 eV
**Structure (SMILES)**: N#CC1(c2ccccc2)N=N1
**HOMO**: -10.02 eV
**Energy above the lowest of the compared OMol25 structures with the same formula, charge and spin**: 0.428 eV

```
16
C8H5N3 (wB97M-V/def2-TZVPD)
N 3.5945 -1.8104 0.6390
C 2.8870 -0.9851 0.2997
C 1.8502 0.2965 -0.1643
C 0.3965 0.0959 -0.0490
C -0.2614 -0.8835 -0.7848
C -1.6396 -0.9784 -0.7130
C -2.3631 -0.1074 0.0851
C -1.7055 0.8597 0.8282
C -0.3289 0.9634 0.7616
N 2.4564 1.1726 -1.1271
N 2.4696 1.5825 0.0224
H 0.3059 -1.5516 -1.4161
H -2.1534 -1.7305 -1.2929
H -3.4397 -0.1784 0.1270
H -2.2646 1.5367 1.4557
H 0.1962 1.7181 1.3285
```

---

[3]
ORCA calculation (wB97M-V/def2-TZVPD) on a cluster of 3 separate species, C11H24N6P in total.

**Gap between HOMO and LUMO**: 7.69 eV
**Charge**: +1
**HOMO**: -12.66 eV
**Energy above the lowest of the compared OMol25 structures with the same formula, charge and spin**: 2.091 eV

```
42
C11H24N6P (wB97M-V/def2-TZVPD)
N -1.7074 1.3266 1.4379
P -2.7504 0.1168 1.3518
N -2.5177 -0.9662 2.7331
C -1.4053 -0.9894 3.4708
N -0.4291 -2.1017 3.5086
C 0.8365 -1.3488 3.1748
C 0.5581 0.1102 3.8019
N -0.8225 -0.0198 4.3308
H -1.0976 1.2820 0.6057
H -2.4453 -0.6407 0.1750
H -4.1085 0.5998 1.3061
H -3.2488 -1.6547 2.9660
H -0.3846 -2.2704 4.5287
H 0.8068 -1.3110 2.0441
H 1.6835 -1.9590 3.5838
H 1.3927 0.4391 4.4760
H 0.5930 0.7469 2.8616
H -1.3452 0.8410 4.5204
C 3.4577 -3.1135 -0.7287
C 2.1444 -3.1875 -1.5009
C 1.6492 -1.8164 -1.9694
C 1.4105 -0.9293 -0.7926
N 1.2193 -0.2372 0.1196
H 3.3526 -2.5304 0.1895
H 3.7860 -4.1141 -0.4414
H 4.2448 -2.6591 -1.3363
H 1.3863 -3.6581 -0.8679
H 2.2802 -3.8324 -2.3726
H 0.7161 -1.9216 -2.5268
H 2.3844 -1.3457 -2.6262
C -1.1108 3.3940 -4.3687
C -1.3602 3.8021 -2.9206
C -0.4911 3.0287 -1.9252
C -0.7817 1.5659 -2.0209
N -1.0074 0.4285 -2.0956
H -1.3627 2.3449 -4.5404
H -1.7288 3.9900 -5.0426
H -0.0636 3.5461 -4.6441
H -2.4173 3.6490 -2.6855
H -1.1586 4.8707 -2.8121
H -0.6955 3.3644 -0.9058
H 0.5691 3.1948 -2.1301
```

---

[4]
ORCA calculation (wB97M-V/def2-TZVPD) on a structure of composition C9H7FeN3O5.

**Gap between HOMO and LUMO (alpha / beta)**: 9.30 / 6.76 eV
**⟨S²⟩**: 8.8176
**Charge**: +3
**HOMO (alpha / beta)**: -21.78 / -22.36 eV
**Energy above the lowest of the compared OMol25 structures with the same formula, charge and spin**: 0.000 eV
**Multiplicity**: 6

```
25
C9H7FeN3O5 (wB97M-V/def2-TZVPD)
Fe 0.2214 2.2067 -0.1794
O -3.0189 1.9881 -2.9029
C -2.1364 2.0362 -2.1646
C -0.0915 2.3653 1.5944
O -0.2908 2.4663 2.7242
C 1.9201 2.1237 -0.7934
O 3.0021 2.0704 -1.1844
C 0.2529 4.0106 -0.3348
O 0.2727 5.1546 -0.4333
C 1.9699 -3.1208 -0.1655
N 0.9047 -2.1263 0.0403
C -0.3109 -2.5755 0.4448
C -1.3521 -1.6890 0.6428
C -1.1491 -0.3255 0.4239
N 0.0800 0.1469 0.0292
C 1.1128 -0.7725 -0.1627
O 2.2165 -0.4005 -0.5054
N -2.2405 0.5562 0.6251
H 2.9224 -2.6642 -0.5079
H 1.6533 -3.8545 -0.9378
H 2.1726 -3.6589 0.7847
H -0.4788 -3.6332 0.6146
H -2.3164 -2.0631 0.9644
H -3.1516 0.1965 0.9467
H -2.1644 1.5625 0.4369
```

---

[5]
ORCA calculation (wB97M-V/def2-TZVPD) on a cluster of 2 separate species, C2H8N2O in total.

**Gap between HOMO and LUMO (alpha / beta)**: 9.33 / 9.51 eV
**HOMO (alpha / beta)**: -8.73 / -8.89 eV
**Energy above the lowest of the compared OMol25 structures with the same formula, charge and spin**: 6.388 eV

```
13
C2H8N2O (wB97M-V/def2-TZVPD)
C -0.3505 -2.1054 0.2144
C 0.3106 -0.7318 -0.1359
N 0.3348 2.8441 0.2706
N -0.0989 0.3530 -0.9245
O -0.5589 1.9519 0.4709
H -1.0310 -1.9414 1.0731
H -0.9307 -2.6050 -0.5845
H 0.3873 -2.7216 0.6448
H 0.4518 -0.2914 0.8467
H 1.2705 -0.9175 -0.5210
H -0.0418 3.4192 -0.6363
H 1.3167 2.5252 0.4625
H -1.0599 0.2208 -1.1805
```

---

[6]
ORCA calculation (wB97M-V/def2-TZVPD) on a structure of composition C33H30DyN7O5S.

**Gap between HOMO and LUMO (alpha / beta)**: 6.92 / 6.94 eV
**⟨S²⟩**: 9.3289
**HOMO (alpha / beta)**: -7.12 / -7.13 eV
**Energy above the lowest of the compared OMol25 structures with the same formula, charge and spin**: 0.738 eV
**Multiplicity**: 6

```
77
C33H30DyN7O5S (wB97M-V/def2-TZVPD)
Dy 1.8648 0.1577 0.2613
C 2.5678 -3.8141 1.3766
O 1.3756 -4.1359 0.6871
C 1.2057 -3.6902 -0.6001
C 0.4654 -4.5073 -1.4347
C 0.2098 -4.1594 -2.7566
C 0.6369 -2.9433 -3.2261
C 1.3329 -2.0541 -2.3919
C 1.5395 -0.7108 -2.8501
N 1.9157 0.2426 -2.0624
N 1.9187 1.5247 -2.5908
C 1.9219 2.4576 -1.6693
O 1.9624 2.2522 -0.4006
C 1.8697 3.8475 -2.1921
C 2.5040 4.8928 -1.5280
C 2.4544 6.1759 -2.0431
C 1.7356 6.4383 -3.1982
C 1.0662 5.4076 -3.8395
C 1.1477 4.1163 -3.3518
C 1.7115 -2.4416 -1.0680
O 2.5001 -1.6935 -0.3439
H 2.5323 -2.8113 1.8172
H 3.4300 -3.8797 0.7090
H 2.6524 -4.5623 2.1666
H 0.1002 -5.4399 -1.0340
H -0.3273 -4.8439 -3.3939
H 0.4326 -2.6493 -4.2437
H 1.2731 -0.4792 -3.8833
H 3.0242 4.7020 -0.5989
H 2.9701 6.9761 -1.5316
H 1.6893 7.4447 -3.5902
H 0.4680 5.6131 -4.7153
H 0.6443 3.3000 -3.8458
C -7.1596 1.8901 1.1023
O -6.0724 1.8400 1.9926
C -5.6156 0.6245 2.4024
C -4.4733 0.6538 3.2061
C -3.8943 -0.5131 3.6356
C -4.4518 -1.7539 3.3010
C -5.6338 -1.7740 2.5623
C -6.1924 -0.6034 2.0890
N -3.9604 -2.9568 3.7922
N -2.7631 -3.2414 3.9019
C -1.7076 -2.5209 3.3814
C -0.6028 -2.3498 4.2102
C 0.4500 -1.5276 3.8610
C 0.5056 -0.8791 2.6189
O 1.4369 -0.0465 2.2972
C -0.5517 -1.1824 1.6782
N -0.4281 -0.6653 0.4259
C -1.3753 -0.9188 -0.4581
C -2.4696 -1.7493 -0.1931
C -2.5934 -2.3069 1.0549
C -1.6562 -1.9955 2.0564
H -7.2795 2.9414 0.8422
H -8.0812 1.5249 1.5668
H -6.9624 1.3128 0.1931
H -4.0498 1.6114 3.4662
H -3.0118 -0.4789 4.2552
H -6.0876 -2.7251 2.3297
H -7.0854 -0.6567 1.4868
H -0.6206 -2.8202 5.1820
H 1.2604 -1.3627 4.5529
H -1.2518 -0.4662 -1.4381
H -3.1881 -1.9521 -0.9734
H -3.3952 -2.9977 1.2713
C 5.2370 2.7114 -2.1707
N 4.8088 2.2513 -0.8698
C 4.8710 0.9912 -0.4366
N 5.4482 0.0415 -1.1898
S 4.4300 0.6296 1.1606
H 5.0144 3.7716 -2.2583
H 4.7154 2.1869 -2.9763
H 6.3150 2.5685 -2.2742
H 4.2928 2.8839 -0.2712
H 5.6243 0.1749 -2.1732
H 5.4089 -0.8988 -0.8272
```

---

no.,E_tot (a.u.)
1,-4417.97343
2,-472.01237
3,-1103.08127
4,-2150.04674
5,-265.54839
6,-3318.35493